(1)
DFT (ωB97M-V/def2-TZVPD) results for C5H13NO3S in the gas phase at a distorted geometry.

Summary:
HOMO   -0.2810 Eh
Multiplicity   1

CARTESIAN COORDINATES (ANGSTROEM)
O 1.228 -2.146 2.719
O -0.158 -2.655 0.918
O 1.828 -1.241 0.456
S 1.283 -2.555 1.340
C 1.611 0.049 0.885
C -2.005 0.152 -0.207
C -0.224 1.863 -0.999
C -0.001 -0.435 -1.469
C 0.109 0.301 0.836
N -0.568 0.504 -0.469
H 2.188 0.802 0.327
H 1.936 0.119 1.880
H -2.637 0.326 -0.993
H -2.126 -0.962 0.150
H -2.266 0.870 0.563
H -0.062 2.601 -0.203
H -0.811 2.235 -1.800
H 0.746 1.723 -1.518
H -0.122 -1.485 -1.238
H -0.548 -0.344 -2.425
H 1.111 -0.409 -1.535
H -0.041 1.176 1.464
H -0.471 -0.489 1.318

(2)
DFT (ωB97M-V/def2-TZVPD) results for C3H6N2O2 in the gas phase at a distorted geometry.

Summary:
HOMO   -0.3468 Eh
SMILES   [H]/N=C(\C)OC(N)=O
Multiplicity   1

CARTESIAN COORDINATES (ANGSTROEM)
H 0.561 -0.011 -2.056
N 0.555 0.215 -1.073
C 0.538 -0.474 0.001
C 1.312 -1.716 0.303
O -0.055 0.144 0.998
C -0.613 1.488 0.132
N -1.954 1.338 -0.036
O 0.011 2.495 0.120
H 0.644 -2.458 0.740
H 2.079 -1.491 1.044
H 1.778 -2.116 -0.595
H -2.351 0.444 0.203
H -2.505 2.143 0.219

(3)
DFT (ωB97M-V/def2-TZVPD) results for a molecular structure, C25H26Cl5N5O3SSe2SrTe2 at a distorted geometry.

Summary:
HOMO   -0.0341 Eh
Charge   -2
Multiplicity   1

CARTESIAN COORDINATES (ANGSTROEM)
Sr -0.048 -1.701 -0.264
Cl 3.025 -2.664 0.381
C 3.238 -0.897 0.299
C 2.097 -0.126 0.352
C 2.308 1.231 0.207
Cl 0.887 2.301 0.188
C 3.557 1.824 0.079
Cl 3.748 3.546 -0.080
C 4.683 1.003 0.078
Cl 6.268 1.691 -0.065
C 4.523 -0.374 0.189
Cl 5.919 -1.410 0.166
Se -3.659 -1.333 3.590
Te -2.931 -2.237 1.354
Te -2.195 -4.795 1.950
Se -0.655 -4.952 -0.035
S -2.959 1.481 0.007
C -2.644 2.397 1.388
N -2.226 3.686 1.281
C -1.877 4.576 2.372
C -1.627 3.787 3.649
C -2.701 2.725 3.811
N -2.768 1.909 2.624
H -2.075 3.976 0.329
H -2.679 5.305 2.539
H -0.981 5.132 2.091
H -1.642 4.472 4.500
H -0.638 3.324 3.619
H -3.669 3.202 4.015
H -2.486 2.057 4.646
H -3.034 0.916 2.736
C -0.636 -3.793 6.076
N -0.267 -2.597 5.338
C -0.698 -1.379 5.739
C -0.482 -0.278 5.001
C 0.089 -0.505 3.706
N 0.500 -1.668 3.288
C 0.437 -2.766 4.117
O 0.925 -3.846 3.869
N 0.227 0.562 2.862
H -0.759 -3.531 7.127
H 0.153 -4.530 5.959
H -1.564 -4.208 5.681
H -1.220 -1.353 6.688
H -0.804 0.699 5.323
H -0.543 1.213 2.846
H 0.565 0.305 1.940
C 0.789 -0.042 -8.527
C 0.565 -0.282 -7.056
C -0.716 -0.308 -6.524
C -0.942 -0.522 -5.167
C -2.343 -0.557 -4.619
C 0.154 -0.696 -4.328
C 1.457 -0.670 -4.832
C 2.645 -0.863 -3.926
C 1.640 -0.473 -6.196
C -0.054 -0.920 -2.858
O 0.389 -0.058 -2.065
O -0.632 -1.985 -2.475
H -0.135 -0.170 -9.091
H 1.529 -0.732 -8.935
H 1.153 0.971 -8.715
H -1.570 -0.163 -7.179
H -3.067 -0.344 -5.406
H -2.472 0.183 -3.826
H -2.571 -1.529 -4.181
H 2.631 -1.849 -3.454
H 2.644 -0.131 -3.118
H 3.574 -0.776 -4.490
H 2.652 -0.462 -6.590

(4)
DFT (ωB97M-V/def2-TZVPD) results for a molecular structure, C12H19Cl3HfO3 at a distorted geometry.

Summary:
HOMO   0.0112 Eh
Charge   -2
Multiplicity   1

CARTESIAN COORDINATES (ANGSTROEM)
C -0.323 -1.267 -1.405
C 1.103 -1.128 -1.476
C 1.419 0.243 -1.482
C 2.074 -2.237 -1.497
C 0.214 1.001 -1.576
C -0.885 0.024 -1.593
C -2.323 0.341 -1.905
C -0.977 -2.598 -1.358
C 2.802 0.751 -1.472
C 0.127 2.471 -1.841
Hf -0.382 0.056 0.857
Cl 1.477 -1.339 1.638
Cl -1.638 -1.774 1.967
Cl 0.978 1.998 1.465
H 1.653 -3.111 -1.004
H 2.980 -1.939 -0.971
H 2.377 -2.551 -2.497
H 3.387 0.197 -0.749
H 2.844 1.801 -1.226
H 3.263 0.603 -2.445
H 0.959 2.962 -1.346
H -0.810 2.879 -1.461
H 0.188 2.698 -2.907
H -2.553 1.373 -1.634
H -2.991 -0.326 -1.370
H -2.522 0.209 -2.970
H -0.417 -3.249 -0.697
H -0.967 -3.047 -2.349
H -1.995 -2.554 -0.999
O -2.310 0.392 0.385
H -3.004 -0.247 0.553
C -0.258 1.019 5.502
O -0.176 0.368 4.194
C -0.818 0.869 3.173
O -1.690 1.693 3.043
H 0.386 1.902 5.518
H 0.122 0.264 6.226
H -1.313 1.253 5.712

(5)
DFT (ωB97M-V/def2-TZVPD) results for a molecular structure, C2HCdO3 at a distorted geometry.

Summary:
Expectation value of S²   0.752
HOMO (alpha / beta)   -0.7095 / -0.8410 Eh
Charge   +2
Multiplicity   2

CARTESIAN COORDINATES (ANGSTROEM)
H -1.162 2.505 -0.087
O 0.624 1.495 0.117
O -1.416 -2.047 0.027
O 0.792 -1.553 -0.116
C -0.558 1.620 0.212
C -0.260 -2.079 -0.066
Cd 1.979 0.059 -0.087

(6)
DFT (ωB97M-V/def2-TZVPD) results for a molecular structure, C30H22CoN3Te at a distorted geometry.

Summary:
HOMO (alpha / beta)   -0.4915 / -0.4915 Eh
Charge   +2
Multiplicity   1

CARTESIAN COORDINATES (ANGSTROEM)
Co -0.854 -0.626 -0.087
C -2.348 -0.451 3.941
C -1.703 -0.907 2.788
N -1.476 -0.132 1.739
C -1.852 1.172 1.784
C -2.534 1.706 2.901
C -2.775 0.853 3.996
C -2.910 3.067 2.892
C -2.553 3.876 1.840
C -1.814 3.386 0.766
C -1.460 2.035 0.693
N -0.762 1.387 -0.262
C 0.052 1.776 -1.268
C 0.113 3.003 -1.933
C 1.085 3.250 -2.900
C 2.021 2.300 -3.234
C 1.963 1.012 -2.658
C 2.854 -0.027 -3.001
C 2.710 -1.258 -2.409
C 1.687 -1.448 -1.475
N 0.845 -0.490 -1.128
C 0.961 0.737 -1.697
H -2.481 -1.122 4.773
H -1.362 -1.933 2.729
H -3.267 1.250 4.869
H -3.464 3.457 3.732
H -2.842 4.915 1.842
H -1.522 4.079 -0.003
H -0.616 3.768 -1.728
H 1.098 4.211 -3.392
H 2.799 2.517 -3.947
H 3.638 0.160 -3.721
H 3.372 -2.076 -2.645
H 1.561 -2.409 -0.992
Te -2.777 -0.766 -1.812
C -3.624 -2.714 -2.102
C -3.936 -3.583 -1.066
C -4.590 -4.770 -1.353
C -4.909 -5.094 -2.663
C -4.558 -4.240 -3.696
C -3.911 -3.047 -3.421
C -4.316 0.067 -0.573
C -4.754 -0.587 0.570
C -5.844 -0.095 1.265
C -6.483 1.058 0.835
C -6.013 1.735 -0.279
C -4.930 1.243 -0.988
H -3.671 -3.357 -0.042
H -4.846 -5.444 -0.550
H -5.420 -6.019 -2.880
H -4.785 -4.498 -4.718
H -3.642 -2.371 -4.223
H -4.253 -1.478 0.922
H -6.202 -0.621 2.137
H -7.344 1.429 1.368
H -6.499 2.641 -0.604
H -4.578 1.761 -1.870

(7)
DFT (ωB97M-V/def2-TZVPD) results for a gas-phase ion, C11H19N2 (charge +1) at a distorted geometry.

Summary:
HOMO   -0.4355 Eh
Charge   +1
Multiplicity   1

CARTESIAN COORDINATES (ANGSTROEM)
C -3.015 1.305 -0.896
C -1.650 1.459 -1.204
C -3.137 0.036 -0.443
C -0.985 0.288 -0.982
C 2.080 -1.536 -0.115
C 2.020 -0.563 1.075
C 0.946 -1.324 -1.110
C 0.597 -0.049 1.134
C 0.233 1.286 1.576
C -0.388 -1.089 1.559
C 1.248 0.981 -1.466
N -1.959 -0.624 -0.642
N 0.319 0.000 -0.866
H -3.700 2.138 -0.830
H -1.298 2.456 -1.470
H -3.892 -0.504 0.065
H 2.997 -1.223 -0.658
H 2.099 -2.589 0.094
H 2.499 -0.810 2.089
H 2.509 0.299 0.708
H 1.370 -1.320 -2.109
H 0.137 -2.049 -0.994
H -0.673 1.677 0.954
H 1.088 1.969 1.608
H -0.188 1.307 2.568
H -1.304 -0.464 1.721
H -0.031 -1.428 2.584
H -0.339 -1.926 0.941
H 1.000 1.983 -0.965
H 2.280 0.735 -1.268
H 1.047 1.020 -2.538
H -1.907 -1.442 -0.118

(8)
DFT (ωB97M-V/def2-TZVPD) results for a molecular structure, C4H11N3O2 at a distorted geometry.

Summary:
HOMO   -0.3320 Eh
Multiplicity   1

CARTESIAN COORDINATES (ANGSTROEM)
C -1.539 -3.048 0.960
C -1.268 -1.836 1.780
O -0.211 -1.159 1.374
O -1.856 -1.532 2.798
H -0.931 -3.869 1.343
H -1.264 -2.885 -0.079
H -2.581 -3.351 1.031
C 1.498 2.049 -2.171
C 0.504 1.174 -0.138
N 0.926 2.303 -0.858
N 0.351 -0.021 -0.624
N 0.224 1.412 1.142
H 0.151 2.938 -0.987
H 0.781 -0.224 -1.512
H -0.104 -0.819 0.248
H 0.304 2.359 1.430
H -0.020 0.658 1.759
H 0.811 1.463 -2.801
H 2.383 1.413 -2.095
H 1.840 2.974 -2.600

(9)
DFT (ωB97M-V/def2-TZVPD) results for 8 unconnected molecules or ions with the total composition C34H50N8 at a distorted geometry.

Summary:
HOMO   -0.2937 Eh
SMILES   c1cc[nH]c1.c1cc[nH]c1.c1cc[nH]c1.c1cc[nH]c1.c1cc[nH]c1.c1cc[nH]c1.c1cc[nH]c1.CCN(CC)CC
Multiplicity   1

CARTESIAN COORDINATES (ANGSTROEM)
C -11.116 -14.386 15.795
C -12.309 -14.453 15.055
C -12.097 -13.539 13.998
N -10.834 -13.030 14.003
C -10.194 -13.535 15.096
H -10.835 -14.966 16.662
H -13.196 -15.010 15.319
H -12.723 -13.212 13.181
H -10.368 -12.417 13.349
H -9.169 -13.245 15.274
C -19.325 -10.212 15.589
C -20.663 -9.995 15.191
C -21.051 -10.940 14.310
N -19.995 -11.781 14.106
C -18.978 -11.291 14.858
H -18.720 -9.648 16.283
H -21.259 -9.212 15.635
H -21.955 -11.083 13.736
H -19.986 -12.659 13.609
H -18.086 -11.896 14.927
C -19.990 -14.221 9.029
C -20.333 -13.063 8.391
C -21.709 -12.864 8.725
N -22.158 -13.934 9.416
C -21.096 -14.744 9.650
H -19.028 -14.712 8.996
H -19.701 -12.434 7.782
H -22.387 -12.040 8.557
H -23.093 -14.119 9.749
H -21.277 -15.618 10.257
C -25.092 -5.837 21.350
C -24.258 -6.160 20.277
C -23.216 -5.247 20.315
N -23.364 -4.482 21.424
C -24.521 -4.777 22.031
H -26.025 -6.321 21.600
H -24.450 -6.967 19.586
H -22.428 -5.102 19.591
H -22.674 -3.823 21.755
H -24.871 -4.280 22.924
C -27.242 -14.564 11.696
C -27.178 -13.555 12.690
C -26.640 -14.129 13.759
N -26.266 -15.386 13.478
C -26.632 -15.711 12.216
H -27.712 -14.497 10.726
H -27.524 -12.532 12.696
H -26.432 -13.789 14.763
H -25.633 -15.960 14.017
H -26.426 -16.689 11.805
C -19.517 -2.514 14.479
C -19.254 -1.851 13.231
C -18.419 -2.603 12.457
N -18.180 -3.770 13.110
C -18.856 -3.743 14.319
H -20.123 -2.182 15.308
H -19.751 -0.916 13.017
H -18.012 -2.445 11.469
H -17.608 -4.524 12.757
H -18.744 -4.580 14.992
C -17.679 -18.563 14.973
C -17.946 -18.315 16.287
C -17.837 -19.545 16.966
N -17.530 -20.461 16.038
C -17.451 -19.944 14.774
H -17.635 -17.813 14.197
H -18.227 -17.409 16.804
H -18.053 -19.892 17.966
H -17.328 -21.436 16.205
H -17.148 -20.572 13.949
C -14.381 -5.737 20.710
C -13.418 -5.346 21.826
N -12.884 -3.981 21.674
C -11.861 -3.768 22.706
C -11.457 -2.287 22.975
C -12.331 -3.565 20.301
C -11.277 -4.492 19.725
H -15.120 -4.955 20.534
H -14.841 -6.674 21.026
H -13.818 -5.949 19.801
H -14.035 -5.305 22.723
H -12.564 -6.011 21.956
H -12.319 -4.115 23.632
H -10.958 -4.362 22.565
H -10.875 -2.225 23.895
H -10.791 -1.782 22.275
H -12.265 -1.558 23.031
H -11.972 -2.554 20.495
H -13.220 -3.579 19.670
H -10.334 -4.244 20.211
H -11.248 -4.420 18.638
H -11.561 -5.539 19.830

(10)
DFT (ωB97M-V/def2-TZVPD) results for C2H2NOP in the gas phase at a distorted geometry.

Summary:
HOMO   -0.3179 Eh
SMILES   c1copn1
Multiplicity   1

CARTESIAN COORDINATES (ANGSTROEM)
C 0.831 0.072 0.020
C -0.370 0.546 -0.461
O -1.408 -0.157 0.006
P -1.048 -1.374 0.993
N 0.797 -0.959 0.832
H 1.771 0.527 -0.240
H -0.573 1.345 -1.150

(11)
DFT (ωB97M-V/def2-TZVPD) results for 2 unconnected molecules or ions with the total composition C10H23N2O8P2S at a distorted geometry.

Summary:
HOMO   -0.1388 Eh
Charge   -1
Multiplicity   1

CARTESIAN COORDINATES (ANGSTROEM)
C -2.047 3.158 2.809
C -2.622 1.786 2.803
P -2.811 0.682 1.207
C -0.907 0.553 1.166
S -0.251 -0.995 0.292
C 1.620 -0.935 0.678
C 2.276 0.270 -0.238
P -3.064 2.302 -0.225
O -4.291 3.198 0.316
O -1.716 3.388 -0.383
O -3.471 1.634 -1.790
O -4.564 0.869 1.421
C -5.061 -0.243 2.293
C -4.036 -1.485 1.844
O -4.243 -2.811 2.449
N -4.682 -3.607 1.437
O -3.707 -4.179 0.916
O -2.706 -0.872 2.040
H -2.669 4.153 2.952
H -0.876 3.253 2.602
H -2.946 1.335 3.858
H -2.955 -0.171 0.022
H -0.344 1.492 0.758
H -0.557 0.433 2.301
H 2.056 -2.003 0.453
H 1.735 -0.622 1.817
H 1.992 1.296 0.279
H 1.798 0.238 -1.323
H 3.461 0.193 -0.282
H -2.051 4.338 -0.549
H -4.057 0.822 -1.659
H -4.859 -0.012 3.430
H -6.203 -0.477 2.194
H -4.400 -1.652 0.726
C 4.308 -1.994 -3.464
C 4.706 -0.647 -2.925
O 3.883 0.239 -2.697
N 6.032 -0.426 -2.689
C 7.129 -1.342 -2.896
H 3.227 -2.033 -3.605
H 4.791 -2.164 -4.430
H 4.595 -2.776 -2.755
H 6.236 0.499 -2.327
H 7.631 -1.495 -1.938
H 7.825 -0.886 -3.603
H 6.796 -2.304 -3.287

(12)
DFT (ωB97M-V/def2-TZVPD) results for a molecular structure, C2HBr2IO.

Summary:
HOMO   -0.3613 Eh
Multiplicity   1

CARTESIAN COORDINATES (ANGSTROEM)
C 0.881 -2.424 1.821
C -0.514 0.848 -0.445
O 1.494 -2.399 0.874
Br -2.139 1.855 -0.243
Br 0.935 1.649 0.561
I 0.024 0.628 -2.520
H -0.682 -0.156 -0.048

(13)
DFT (ωB97M-V/def2-TZVPD) results for C18H25N3S2 in the gas phase.

Summary:
HOMO   -0.2807 Eh
SMILES   Cc1ccc(NC(=S)N(CCN(C)C)Cc2cccs2)cc1C
Multiplicity   1

CARTESIAN COORDINATES (ANGSTROEM)
C -2.489 -4.063 3.637
C -2.015 -3.035 2.655
C -0.709 -3.061 2.186
C -0.250 -2.120 1.287
C -1.100 -1.114 0.834
N -0.597 -0.216 -0.108
C -0.968 1.067 -0.334
S -1.936 1.939 0.693
N -0.468 1.627 -1.473
C 0.251 0.868 -2.474
C 1.739 0.637 -2.149
N 1.930 -0.547 -1.316
C 3.056 -0.408 -0.410
C 2.041 -1.756 -2.112
C -0.573 3.056 -1.697
C 0.729 3.742 -1.445
C 1.335 3.957 -0.245
C 2.596 4.582 -0.366
C 2.934 4.832 -1.656
S 1.719 4.306 -2.755
C -2.416 -1.098 1.282
C -2.877 -2.038 2.189
C -4.298 -1.981 2.657
H -3.327 -4.629 3.229
H -2.830 -3.587 4.556
H -1.690 -4.757 3.884
H -0.036 -3.833 2.533
H 0.771 -2.155 0.934
H 0.301 -0.499 -0.519
H 0.184 1.432 -3.408
H -0.251 -0.093 -2.622
H 2.111 1.508 -1.608
H 2.308 0.556 -3.087
H 2.889 0.449 0.240
H 3.128 -1.302 0.208
H 4.009 -0.275 -0.939
H 2.057 -2.621 -1.451
H 2.953 -1.767 -2.726
H 1.179 -1.843 -2.771
H -0.907 3.238 -2.722
H -1.330 3.431 -1.000
H 0.884 3.681 0.691
H 3.219 4.838 0.472
H 3.819 5.299 -2.039
H -3.090 -0.339 0.922
H -4.339 -1.869 3.740
H -4.817 -1.140 2.205
H -4.827 -2.899 2.399

(14)
DFT (ωB97M-V/def2-TZVPD) results for C6H8N2O3 in the gas phase at a distorted geometry.

Summary:
HOMO   -0.2839 Eh
SMILES   CC(O)=C=N/C(O)=C(/C)N=O
Multiplicity   1

CARTESIAN COORDINATES (ANGSTROEM)
C 3.621 -0.844 0.355
C 2.225 -1.423 0.618
O 2.214 -2.743 0.869
C 1.150 -0.664 0.529
N 0.221 0.001 0.160
C -0.767 0.854 -0.093
O -0.390 2.159 -0.190
C -2.079 0.553 -0.296
C -3.180 1.541 -0.611
N -2.657 -0.648 0.003
O -3.883 -0.869 -0.180
H 4.315 -0.545 1.270
H 3.587 0.072 -0.347
H 4.118 -1.736 -0.163
H 1.364 -3.267 0.740
H 0.464 2.203 -0.711
H -3.423 2.151 0.358
H -2.879 2.280 -1.390
H -4.021 0.928 -0.921

(15)
DFT (ωB97M-V/def2-TZVPD) results for 3 unconnected molecules or ions with the total composition C2H9NS at a distorted geometry.

Summary:
Expectation value of S²   0.756
HOMO (alpha / beta)   -0.0841 / -0.0856 Eh
Charge   -1
Multiplicity   2

CARTESIAN COORDINATES (ANGSTROEM)
N -3.573 0.728 -0.528
H -3.687 1.701 -0.863
H 2.402 -4.342 0.087
H -3.014 0.365 -1.150
H -3.038 0.797 0.394
C 0.960 0.078 0.852
C 1.445 1.211 0.072
S 0.053 2.137 -0.609
H 2.967 -4.738 -0.173
H 0.412 -0.622 0.375
H 0.975 0.011 1.926
H 1.924 0.854 -0.913
H 2.174 1.820 0.531

no.,E_tot (eV)
1,-23860.7365
2,-10282.4848
3,-259510.8115
4,-57774.0088
5,-12773.0021
6,-80841.8682
7,-14686.6728
8,-12892.0306
9,-47985.1984
10,-14931.5359
11,-59507.9780
12,-152322.4638
13,-45212.7853
14,-15468.2123
15,-14542.9148